Entry 1:
77
Properties=species:S:1:pos:R:3:forces:R:3 method="wB97M-V/def2-TZVPD" charge=0 homo_energy_ev=-8.00 smiles=CCOC[PH2](B(O)CC)[C@H](C)F.COCCOCCOC.COCCOCCOC multiplicity=1
C 7.032 -0.929 -0.147 -1.127 0.418 -0.432
C 6.327 0.475 -0.209 1.258 -1.155 0.550
O 4.962 0.357 0.207 0.313 0.032 -1.158
C 4.167 0.183 -0.979 0.350 0.779 -0.284
P 2.298 -0.002 -0.584 0.567 0.729 -0.084
B 2.595 -1.279 0.827 0.263 -0.989 2.373
O 2.694 -0.833 2.167 -0.496 -0.146 -2.204
C 2.715 -2.878 0.615 -0.224 0.708 -0.306
C 2.624 -3.341 -0.880 0.065 0.211 1.368
C 0.375 -0.097 -0.382 -0.713 0.694 -1.201
C -0.349 1.278 -0.362 -0.651 -0.441 -0.032
F 0.029 -0.903 0.724 0.154 0.338 0.014
H 7.101 -1.317 0.881 0.217 0.331 -0.368
H 6.355 -1.621 -0.694 0.580 0.196 0.189
H 8.003 -0.890 -0.671 -0.327 -0.128 0.435
H 6.423 0.818 -1.254 -0.307 0.156 0.427
H 6.890 1.171 0.440 -0.604 -0.131 -0.152
H 4.263 1.134 -1.570 -0.192 -0.606 0.120
H 4.577 -0.624 -1.630 -0.301 0.112 0.403
H 2.118 -0.385 -1.968 0.073 0.051 0.270
H 2.311 1.387 -0.198 -0.160 -0.423 0.002
H 2.516 -1.608 2.701 0.267 -0.141 0.495
H 1.895 -3.326 1.223 0.388 0.151 -0.410
H 3.659 -3.189 1.115 -0.406 0.057 -0.426
H 2.624 -4.445 -0.899 0.008 0.530 -0.419
H 3.498 -2.919 -1.409 -0.541 -0.393 -0.065
H 1.678 -2.933 -1.287 0.563 -0.402 -0.111
H 0.005 -0.643 -1.281 0.226 0.036 0.598
H 0.313 2.152 -0.480 -0.085 -0.423 0.220
H -0.953 1.393 0.559 0.504 -0.051 -0.327
H -1.078 1.325 -1.197 0.411 0.034 0.414
C -1.023 7.934 1.138 -0.018 0.030 -0.204
O -0.996 7.579 -0.227 -0.127 -0.154 0.100
C 0.030 6.640 -0.512 -0.187 0.378 -0.242
C -0.218 5.972 -1.852 0.126 -0.226 0.133
O -1.172 4.917 -1.786 -0.042 0.163 0.008
C -2.533 5.316 -1.662 -0.005 -0.265 -0.166
C -3.117 5.862 -2.953 0.000 0.395 0.296
O -2.741 7.220 -3.131 0.169 -0.056 -0.120
C -2.943 7.652 -4.459 0.014 0.025 0.210
H -0.072 8.385 1.441 0.023 -0.036 0.116
H -1.819 8.662 1.282 0.018 0.000 -0.070
H -1.234 7.057 1.760 0.093 0.009 0.089
H 0.072 5.877 0.274 0.053 -0.055 -0.021
H 0.984 7.181 -0.545 0.137 -0.151 0.042
H 0.714 5.495 -2.165 -0.021 -0.051 0.054
H -0.484 6.697 -2.623 -0.086 0.148 0.150
H -2.668 6.010 -0.832 -0.005 0.186 -0.129
H -3.076 4.401 -1.412 0.046 -0.027 -0.052
H -4.213 5.818 -2.904 -0.043 -0.192 -0.060
H -2.766 5.259 -3.797 -0.024 -0.073 0.017
H -2.319 7.075 -5.151 -0.093 -0.038 -0.090
H -2.650 8.699 -4.520 -0.021 -0.016 0.067
H -3.997 7.561 -4.741 0.006 -0.031 -0.117
C -1.969 -8.783 2.477 0.076 0.196 -0.042
O -1.984 -7.462 1.981 -0.179 -0.027 0.120
C -2.724 -7.356 0.773 0.401 0.219 0.166
C -3.074 -5.907 0.489 -0.235 -0.105 -0.100
O -4.203 -5.447 1.224 0.166 -0.044 0.073
C -3.981 -5.182 2.606 -0.207 0.221 -0.092
C -3.208 -3.899 2.853 0.335 -0.340 0.150
O -1.818 -4.119 2.676 0.032 -0.002 -0.147
C -1.108 -2.905 2.532 -0.184 -0.217 0.078
H -1.512 -9.464 1.751 -0.060 -0.110 0.007
H -1.378 -8.793 3.391 0.018 0.057 -0.037
H -2.985 -9.116 2.713 -0.003 -0.116 -0.058
H -3.643 -7.948 0.841 -0.041 0.013 -0.061
H -2.099 -7.747 -0.040 -0.140 -0.055 -0.140
H -3.369 -5.835 -0.560 -0.063 -0.033 0.027
H -2.216 -5.248 0.630 0.098 -0.137 0.151
H -3.517 -6.035 3.103 0.206 0.082 -0.003
H -4.978 -5.059 3.035 -0.010 0.033 -0.069
H -3.371 -3.569 3.887 -0.181 0.108 -0.008
H -3.560 -3.123 2.163 -0.078 0.009 0.017
H -1.442 -2.368 1.642 -0.016 0.096 0.078
H -0.052 -3.142 2.415 -0.037 -0.061 0.022
H -1.234 -2.275 3.420 0.014 0.112 -0.044

***

Entry 2:
80
Properties=species:S:1:pos:R:3:forces:R:3 method="wB97M-V/def2-TZVPD" charge=0 homo_energy_ev=-9.40 multiplicity=1
C 6.422 0.419 0.463 -0.002 -0.242 0.022
C 4.966 0.516 0.054 0.165 -0.157 -0.059
Cl 4.583 -0.715 -1.188 -0.102 0.098 0.012
C 4.624 1.920 -0.409 -0.220 0.211 -0.138
Cl 5.189 2.297 -2.038 0.099 0.009 -0.069
O 3.214 2.145 -0.407 -0.034 -0.080 -0.014
P 2.493 2.527 0.955 0.064 -0.076 0.859
O 3.135 2.024 2.173 0.087 0.076 -0.308
O 2.342 4.103 0.938 0.002 -0.051 -0.146
O 1.012 2.019 0.715 0.310 -0.024 -0.458
P 0.621 0.652 -0.169 -0.142 0.088 0.050
O -0.958 1.010 -0.220 0.004 -0.177 -0.039
I 0.622 -1.042 1.626 0.037 -0.046 0.056
H 6.676 -0.619 0.663 -0.008 -0.013 0.033
H 7.078 0.777 -0.329 -0.002 0.062 -0.001
H 6.589 0.986 1.379 0.016 0.116 -0.040
H 4.305 0.293 0.888 0.068 0.030 0.115
H 5.124 2.639 0.239 -0.099 -0.023 0.163
H 2.663 4.461 1.777 -0.047 0.053 -0.003
H -1.510 0.243 -0.022 -0.110 0.083 -0.008
C 0.464 -4.588 -4.647 0.065 0.000 0.007
C 0.175 -3.814 -3.373 -0.081 0.027 -0.006
O 1.327 -3.482 -2.619 0.009 -0.025 0.040
C 2.289 -2.675 -3.277 0.059 0.063 0.028
C 1.756 -1.333 -3.740 -0.117 -0.027 -0.109
H 1.016 -5.502 -4.424 -0.001 -0.004 -0.005
H -0.473 -4.858 -5.135 -0.011 -0.013 0.013
H 1.050 -4.004 -5.358 -0.031 0.019 -0.011
H -0.428 -4.424 -2.700 -0.002 0.000 0.003
H -0.414 -2.917 -3.600 0.022 0.003 -0.013
H 2.742 -3.216 -4.116 -0.013 -0.021 0.007
H 3.068 -2.509 -2.532 -0.010 -0.116 -0.044
H 0.967 -1.445 -4.487 0.054 0.025 -0.041
H 2.559 -0.742 -4.182 0.020 -0.006 0.018
H 1.348 -0.780 -2.897 -0.025 0.083 0.089
C -2.546 5.238 4.662 0.060 -0.018 -0.002
C -2.483 6.188 3.479 -0.060 0.014 0.010
O -1.186 6.351 2.934 0.069 0.049 0.031
C -0.569 5.174 2.438 -0.012 -0.015 -0.014
C -1.336 4.503 1.314 -0.095 0.072 -0.044
H -1.870 5.565 5.453 -0.003 -0.001 0.003
H -3.561 5.213 5.061 -0.004 0.020 0.009
H -2.276 4.218 4.385 -0.036 -0.004 -0.015
H -2.778 7.189 3.793 -0.001 0.003 -0.002
H -3.191 5.876 2.703 0.019 -0.029 -0.003
H -0.371 4.470 3.255 -0.058 -0.033 -0.018
H 0.399 5.505 2.064 -0.008 0.049 0.001
H -2.315 4.143 1.633 0.029 -0.039 0.049
H -0.779 3.648 0.937 0.012 -0.007 0.003
H -1.490 5.206 0.494 0.004 0.001 0.002
C -3.838 -2.086 -6.530 0.063 0.004 0.005
C -4.142 -1.289 -5.273 -0.050 -0.012 -0.012
O -2.993 -0.909 -4.537 0.019 -0.007 0.066
C -2.062 -0.085 -5.217 0.111 -0.001 0.022
C -2.623 1.250 -5.676 -0.095 -0.029 0.020
H -3.261 -2.980 -6.287 -0.002 -0.002 -0.001
H -4.770 -2.393 -7.007 -0.010 -0.016 0.011
H -3.272 -1.505 -7.259 -0.034 0.016 -0.012
H -4.724 -1.899 -4.582 -0.003 0.003 0.005
H -4.753 -0.412 -5.516 0.028 0.014 -0.022
H -1.616 -0.624 -6.061 -0.034 0.010 -0.025
H -1.263 0.084 -4.493 -0.001 -0.011 -0.004
H -3.415 1.131 -6.416 0.031 -0.002 -0.033
H -1.831 1.845 -6.131 0.016 0.006 0.016
H -3.031 1.803 -4.829 0.009 0.007 0.000
C -2.272 -3.569 4.895 0.006 0.057 0.036
C -0.779 -3.845 4.862 -0.029 -0.044 -0.036
O 0.016 -2.795 5.383 0.047 0.018 -0.077
C -0.215 -2.450 6.736 -0.006 0.051 0.055
C 0.019 -3.585 7.718 0.015 -0.049 -0.054
H -2.501 -2.650 4.353 -0.002 -0.002 -0.004
H -2.811 -4.393 4.426 0.006 0.001 -0.023
H -2.650 -3.465 5.913 -0.001 -0.041 0.003
H -0.452 -3.958 3.828 0.027 0.004 0.004
H -0.552 -4.789 5.371 -0.023 0.011 0.029
H -1.224 -2.039 6.863 -0.014 -0.033 -0.012
H 0.484 -1.639 6.937 -0.003 0.006 -0.005
H -0.674 -4.413 7.565 -0.029 0.021 0.022
H -0.118 -3.225 8.738 0.017 0.014 0.004
H 1.035 -3.972 7.620 0.002 0.002 0.006

***

Entry 3:
81
Properties=species:S:1:pos:R:3:forces:R:3 method="wB97M-V/def2-TZVPD" charge=-1 homo_energy_ev=-5.22 multiplicity=1
C 4.666 -1.289 -0.655 -0.082 -0.173 0.001
C 4.356 -0.112 0.226 0.067 -0.004 0.519
N 5.250 0.363 0.999 -0.057 -0.041 -0.182
C 2.973 0.513 0.137 0.292 0.070 -0.013
N 2.098 0.338 1.322 -0.400 -0.623 -0.579
P 1.821 -1.162 2.030 -0.823 0.015 0.473
O 2.034 -2.191 0.794 0.527 -0.231 -0.049
O 3.185 -1.584 2.904 0.396 0.431 -0.191
C 0.819 1.142 1.205 0.376 0.743 0.389
C 0.822 2.222 2.323 0.033 -0.370 0.264
N 2.076 2.924 2.553 0.067 -0.002 0.069
C -0.484 0.392 1.445 -0.593 0.287 -0.356
O -0.683 -0.682 0.508 0.595 -0.447 0.255
C -1.440 -1.720 0.892 -0.422 0.201 -0.118
C -2.715 -1.355 1.608 -0.290 -0.026 0.606
O -1.177 -2.852 0.579 0.122 0.076 -0.070
C 0.708 1.881 -0.210 0.117 -0.122 0.396
O 0.911 3.103 -0.165 0.119 0.295 -0.079
O 0.422 1.159 -1.178 -0.392 -0.113 -0.312
H 4.855 -2.165 -0.037 0.091 -0.017 0.118
H 5.566 -1.122 -1.248 -0.064 0.066 0.006
H 3.819 -1.536 -1.296 0.117 0.100 -0.074
H 4.860 1.156 1.515 0.008 -0.041 -0.001
H 3.171 1.585 0.037 -0.269 -0.009 -0.077
H 2.455 0.180 -0.760 -0.021 -0.009 0.035
H 1.731 -3.071 1.052 -0.099 0.078 -0.215
H 3.213 -0.976 3.655 0.068 -0.107 0.021
H 0.033 2.948 2.127 0.031 -0.064 -0.101
H 0.565 1.700 3.257 0.040 0.150 0.051
H 2.690 2.350 3.118 0.036 -0.057 -0.177
H 2.536 3.093 1.665 -0.164 0.194 -0.011
H -1.270 1.148 1.319 -0.032 -0.097 -0.092
H -0.573 0.008 2.462 0.164 0.009 -0.047
H -3.568 -1.698 1.021 0.130 0.078 -0.151
H -2.795 -1.870 2.569 0.198 -0.034 -0.093
H -2.794 -0.287 1.790 -0.164 -0.029 -0.123
C 3.264 -3.509 -4.056 0.023 -0.019 0.105
C 4.624 -2.845 -4.159 -0.021 -0.145 -0.017
O 5.539 -3.339 -3.189 0.079 0.027 0.002
H 2.847 -3.363 -3.059 -0.020 0.032 -0.012
H 2.568 -3.096 -4.788 0.004 0.005 -0.006
H 3.347 -4.586 -4.230 -0.008 0.008 -0.046
H 4.540 -1.776 -3.967 0.021 0.011 0.003
H 5.038 -2.979 -5.165 -0.026 0.076 -0.017
H 5.652 -4.285 -3.326 -0.051 0.017 0.006
C -3.038 -0.143 -2.555 0.062 -0.029 0.027
C -3.559 1.205 -2.095 0.258 -0.079 0.056
O -3.056 1.551 -0.809 -0.069 0.054 0.156
H -3.313 -0.920 -1.839 -0.037 -0.017 -0.009
H -3.446 -0.406 -3.533 -0.022 0.007 -0.008
H -1.948 -0.132 -2.623 0.000 0.048 0.014
H -4.645 1.191 -2.008 -0.024 0.058 -0.005
H -3.288 1.983 -2.817 -0.073 -0.007 -0.041
H -2.089 1.579 -0.869 0.120 -0.033 -0.036
C -8.976 1.064 -2.996 0.034 -0.006 -0.104
C -7.521 1.143 -2.570 -0.011 0.161 0.008
O -6.705 1.780 -3.546 -0.102 -0.058 -0.061
H -9.064 0.528 -3.941 -0.004 -0.025 0.013
H -9.576 0.550 -2.244 0.001 0.007 0.015
H -9.391 2.065 -3.139 -0.017 0.002 0.047
H -7.104 0.145 -2.441 0.026 0.003 0.014
H -7.436 1.671 -1.614 0.008 -0.077 0.044
H -7.032 2.676 -3.673 0.049 -0.005 0.014
C -5.715 4.503 0.603 -0.014 0.004 0.056
C -4.239 4.455 0.964 -0.019 -0.140 -0.217
O -3.950 3.361 1.820 -0.194 0.017 0.103
H -6.323 4.583 1.506 -0.005 0.024 0.002
H -5.937 5.353 -0.046 0.011 -0.007 -0.015
H -6.007 3.588 0.082 0.021 0.021 -0.050
H -3.947 5.362 1.491 0.046 -0.050 0.081
H -3.631 4.379 0.057 0.004 0.061 0.002
H -4.178 2.562 1.328 0.282 -0.033 -0.068
C 6.356 -3.718 4.493 -0.028 -0.038 -0.053
C 6.819 -2.816 3.359 -0.099 0.135 0.024
O 5.855 -2.691 2.338 -0.041 -0.260 0.168
H 6.112 -4.710 4.110 0.016 -0.006 0.005
H 7.125 -3.818 5.262 0.002 0.017 -0.002
H 5.455 -3.313 4.960 0.018 0.015 0.020
H 7.713 -3.230 2.889 0.024 0.020 0.009
H 7.077 -1.823 3.752 0.094 -0.035 0.021
H 5.049 -2.310 2.720 -0.036 0.064 -0.337

***

The records above yield max |F| values of 2.58, 0.86, 0.95 eV/Å, respectively.
The records above yield M values of 464.4, 679.3, 524.6 g mol⁻¹, respectively.